(1)
This record from the Open Molecules 2025 dataset describes one molecule with the formula C6H12. The level of theory is ωB97M-V with the def2-TZVPD basis set.

Each atom is followed by the atoms it is bonded to, with distances in Å.
Cartesian coordinates (Å):
1 C -0.88685 -1.18043 -0.25142  C2 1.511, C6 1.509, H7 1.132, H8 1.057
2 C -0.06489 -1.03630 1.00883  C1 1.511, C3 1.596, H9 1.133, H10 1.092
3 C 1.23843 -0.12930 0.85241  C2 1.596, C4 1.474, H11 1.092, H12 1.083
4 C 0.86629 1.15878 0.23935  C3 1.474, C5 1.531, H13 1.089, H14 1.113
5 C 0.06005 0.99639 -1.05216  C4 1.531, C6 1.521, H15 1.108, H16 1.102
6 C -1.20183 0.17505 -0.83578  C1 1.509, C5 1.521, H17 1.083, H18 1.096
7 H -1.80357 -1.75101 0.08753  C1 1.132
8 H -0.33702 -1.77991 -0.92651  C1 1.057
9 H -0.66612 -0.48610 1.79576  C2 1.133
10 H 0.14632 -2.02891 1.41261  C2 1.092
11 H 2.11576 -0.54359 0.35112  C3 1.092
12 H 1.59178 0.02708 1.86414  C3 1.083
13 H 1.78580 1.64799 -0.08016  C4 1.089
14 H 0.30287 1.81697 0.93874  C4 1.113
15 H 0.68465 0.44497 -1.78318  C5 1.108
16 H -0.25448 1.98013 -1.43576  C5 1.102
17 H -1.72029 0.03426 -1.77666  C6 1.083
18 H -1.91285 0.73298 -0.21501  C6 1.096

* DFT total energy: -235.80637 a.u.
* LUMO energy: 1.236 eV
* highest occupied orbital energy: -0.376 Eh
* SMILES string: C1CCCCC1
* orbital gap: 11.4582 eV

---

(2)
This record from the Open Molecules 2025 dataset describes one molecule with the formula C6H12. The level of theory is ωB97M-V with the def2-TZVPD basis set.

Each atom is followed by the atoms it is bonded to, with distances in Å.
Cartesian coordinates (Å):
1 C -1.25116 -1.11312 0.39095  C2 1.520, H7 1.097, H8 1.094, H9 1.096
2 C -0.40370 0.05880 -0.07772  C1 1.520, C3 1.538, C4 1.610, C6 1.603
3 C -1.29191 1.16782 -0.66649  C2 1.538, H10 1.102, H11 1.097, H12 1.097
4 C 0.75968 0.51269 0.93839  C2 1.610, C5 1.458, H13 1.089, H14 1.275
5 C 1.74861 -0.29148 0.23043  C4 1.458, C6 1.588, H15 1.087, H16 1.290
6 C 0.79542 -0.40610 -1.03487  C2 1.603, C5 1.588, H17 1.109, H18 1.091
7 H -1.82194 -1.55183 -0.43728  C1 1.097
8 H -0.61807 -1.89368 0.82385  C1 1.094
9 H -1.96551 -0.78930 1.15673  C1 1.096
10 H -1.87468 0.80111 -1.52673  C3 1.102
11 H -0.70103 2.02288 -1.01589  C3 1.097
12 H -2.01152 1.53420 0.07611  C3 1.097
13 H 0.88597 1.59251 0.88275  C4 1.089
14 H 1.52337 0.42298 1.95557  C4 1.275
15 H 1.98045 -1.27320 0.63477  C5 1.087
16 H 2.61301 0.27560 1.00169  C5 1.290
17 H 0.66044 -1.39922 -1.51066  C6 1.109
18 H 0.97258 0.32933 -1.82158  C6 1.091

* DFT total energy: -235.63492 a.u.
* LUMO energy: 0.971 eV
* highest occupied orbital energy: -0.330 Eh
* SMILES string: CC1(C)CCC1
* orbital gap: 9.9569 eV

---

Number 1: F_max 0.0448 hartree/bohr. Number 2: F_max 0.0723 hartree/bohr.